14
Properties=species:S:1:pos:R:3:lowdin_charge:R:1 method="wB97M-V/def2-TZVPD" e_homo_ev=-9.17 gap_ev=10.157 lumo_ev=0.98 e_above_lowest_kcal_mol=64.1
O 1.94 0.00 -0.62 -0.0353
N 1.42 -1.11 1.41 0.1261
C -1.90 0.39 -0.65 -0.0867
C 0.70 -0.02 -1.24 -0.0824
C -0.45 0.15 -0.62 -0.2416
C 2.04 -0.26 0.72 -0.2920
C -1.12 0.41 0.66 -0.1110
H 0.74 -1.62 0.85 0.0558
H 0.82 -0.13 -2.31 0.1260
H -2.56 -0.46 -0.81 0.1021
H -1.25 -0.42 1.35 0.1024
H -0.94 1.36 1.15 0.1102
H -2.26 1.33 -1.04 0.1027
H 2.81 0.37 1.15 0.1236